Entry 1:
{"formula": "C5H33N2O10", "method": "wB97M-V/def2-TZVPD", "symbols": ["O", "O", "O", "O", "O", "O", "O", "O", "O", "O", "N", "N", "C", "C", "C", "C", "C", "H", "H", "H", "H", "H", "H", "H", "H", "H", "H", "H", "H", "H", "H", "H", "H", "H", "H", "H", "H", "H", "H", "H", "H", "H", "H", "H", "H", "H", "H", "H", "H", "H"], "positions_angstrom": [[3.94965, -1.18663, -0.50793], [1.28737, 3.24354, 0.11704], [1.66245, -3.33318, -1.14790], [-4.08499, 0.15286, -1.12499], [3.35204, 0.82256, 1.36793], [0.16216, -1.51430, 3.02851], [-2.90555, 2.50811, -1.47583], [0.87221, -3.32720, 1.62267], [-1.08402, -2.97129, -1.96662], [-2.33620, -0.47289, -2.79706], [0.72383, 1.14679, 1.96258], [-0.01289, 1.86602, -1.68597], [0.00730, 0.73276, -0.82138], [-1.71495, 1.67244, 2.62408], [-1.02556, 0.77509, 0.28119], [-0.58174, 1.71175, 1.38271], [1.10103, -0.05886, -0.77447], [-3.26825, 3.01616, -0.73615], [3.85127, 0.39628, 0.62593], [-0.22116, -2.36730, -1.99694], [2.15726, -4.08551, -1.43179], [-3.50827, 1.71478, -1.38634], [4.40932, -1.52651, 0.24126], [-3.64563, -0.16785, -0.35576], [1.10853, 1.71020, 2.61630], [-2.71425, 1.67675, 2.21377], [-0.97756, 2.11838, -1.84728], [1.93537, -0.06708, -1.54050], [0.77141, 0.21835, 2.38143], [-3.73130, -0.31717, -1.94412], [0.53248, 1.87944, -2.51750], [1.34708, 1.06246, 1.13723], [-1.98733, -1.20910, -2.30721], [0.54657, -1.73102, 3.88543], [-1.57023, 2.58958, 3.18787], [-1.76898, 0.82812, 3.30135], [-0.73957, -3.54134, -1.26386], [-0.34951, 2.73955, 1.02306], [-0.27686, -2.30575, 2.73816], [3.81094, 1.05248, 2.13632], [2.22316, -2.79863, -0.67087], [1.48711, -3.85996, 1.20768], [-1.84690, 1.38201, -0.23216], [0.66726, 3.21080, -0.53691], [0.46416, -2.83162, 0.89051], [1.25676, -0.87903, -0.03338], [4.33625, -1.74193, -1.18611], [-1.56948, -0.09325, 0.78538], [2.07349, 2.95383, -0.24973], [-2.80443, -0.74123, -3.63546]], "forces_ev_per_angstrom": [[-0.3259, -0.1682, -0.5281], [1.1706, 1.6988, 4.4848], [-2.4914, -1.2185, -1.3231], [-1.3236, 0.1535, -1.2797], [-1.4323, -0.8861, -2.6608], [-0.1714, 1.6775, 0.9824], [-0.9708, -0.1518, 0.6637], [-1.9013, 1.4163, 0.3600], [3.1018, 2.1604, 0.4386], [-0.8837, 0.8608, -2.0589], [-1.2936, -1.3571, -3.3731], [-1.7682, -1.1171, 1.2956], [2.1111, -0.2033, -0.2852], [1.3698, 1.0167, -1.8663], [-2.3051, 1.4329, -0.7419], [-1.6595, -1.3345, 3.3463], [0.7676, -1.2928, -0.6570], [0.2838, 0.5477, -0.2913], [-0.1635, 0.7316, 1.3316], [-2.5455, -1.6419, -0.3721], [0.4828, -0.8060, -0.4004], [0.5660, 0.0462, -0.5888], [0.4892, -0.3099, 1.3980], [0.4982, -0.6698, 0.5908], [1.6468, 2.8220, 2.2721], [-0.2277, 0.4100, -0.5180], [-0.3015, 0.3734, -0.4524], [-1.2678, 0.4192, 0.8779], [-1.2474, -0.6546, -0.0908], [0.0294, 0.7742, 1.6422], [0.4684, -0.4978, -0.4657], [0.2754, 0.4021, 0.5430], [0.1887, -1.3354, -0.1929], [-0.0752, -0.1207, -0.1132], [-0.1473, -0.0024, 0.2225], [0.9657, -0.4181, -0.1111], [-0.5356, -0.3671, -0.1156], [-0.4139, -1.1259, 0.8311], [-0.0313, -0.5619, -0.0138], [1.8286, 0.2898, 1.2670], [2.2369, 2.1014, 1.5707], [1.8152, -2.0182, -1.3370], [0.6632, -1.0068, 0.9350], [-2.5243, -0.2776, -3.1850], [0.3059, -0.3317, 0.3213], [-0.5527, 0.8893, -0.4681], [0.0711, 0.1680, -0.8110], [1.4817, 0.4029, -1.2283], [2.5186, -0.7580, -1.1591], [1.2240, -0.1614, 1.3140]], "nbo_charge": [-0.9531, -0.9577, -0.9616, -0.9732, -0.9956, -0.9749, -0.9809, -0.9436, -0.9620, -0.9659, -0.7423, -0.8927, 0.3189, -0.6394, -0.5785, -0.0208, -0.6067, 0.4688, 0.5171, 0.4894, 0.4878, 0.5065, 0.4787, 0.4669, 0.4078, 0.2223, 0.4272, 0.2211, 0.4581, 0.5056, 0.3961, 0.4950, 0.5074, 0.4884, 0.2241, 0.2336, 0.4802, 0.2649, 0.5026, 0.4893, 0.4761, 0.4767, 0.2899, 0.4820, 0.4705, 0.1905, 0.4904, 0.2388, 0.4742, 0.5022], "e_tot_ha": -1071.91458, "multiplicity": 1, "gap_ev": 8.8997, "lumo_energy_ev": -2.80, "e_homo_ev": -11.696, "total_charge": 1, "e_above_lowest_kcal_mol": 100.48}

---

Entry 2:
{"formula": "C5H33N2O12", "method": "wB97M-V/def2-TZVPD", "symbols": ["O", "O", "O", "O", "O", "O", "O", "O", "O", "O", "O", "O", "N", "N", "C", "C", "C", "C", "C", "H", "H", "H", "H", "H", "H", "H", "H", "H", "H", "H", "H", "H", "H", "H", "H", "H", "H", "H", "H", "H", "H", "H", "H", "H", "H", "H", "H", "H", "H", "H", "H", "H"], "positions_angstrom": [[-3.12468, 1.86862, 0.26847], [1.59505, 3.26139, 1.67226], [0.54782, 2.24089, -2.06650], [2.60342, 0.69139, -2.61171], [2.42000, 0.23777, 2.97779], [3.05852, 1.20107, -0.03217], [-0.61229, -0.28979, 3.68524], [-4.00297, -1.30225, -0.64734], [0.04429, -0.83630, -3.59465], [-1.95461, 1.06660, -2.00995], [-2.42548, -2.38883, 2.35574], [-0.62880, 1.62198, 1.35760], [1.78885, -2.02536, -0.70163], [-1.61402, -2.08016, -2.00932], [-1.65105, -1.83422, -0.45226], [-0.39457, -1.06456, -0.14956], [-2.96408, -1.18019, -0.06432], [0.74471, -2.07351, 0.30578], [2.96057, -1.61192, -0.46287], [-2.18747, -1.30303, -2.34849], [-2.83599, -0.42918, 0.70976], [-3.95578, 2.35110, 0.31186], [1.00730, -0.95195, -3.58948], [0.41034, 2.46125, -1.12752], [-2.68585, 0.99193, -1.37148], [2.50059, 3.40095, 1.39227], [3.10181, 0.30747, 3.64550], [-0.03686, 0.12893, -3.52438], [0.90483, 3.09974, -2.34693], [0.44111, -3.12093, 0.33439], [-0.66962, -0.47264, 4.62894], [3.74054, -1.84038, -1.20330], [-2.56811, 1.99256, 1.05415], [-3.01743, -2.42031, 3.11681], [-1.54886, -2.87739, -0.02754], [2.86250, 1.04276, -3.48012], [-0.47406, -0.32626, 0.70836], [-0.08098, 2.41253, 1.49888], [-0.97910, 1.06801, 2.05786], [2.75664, 0.18993, 2.07640], [2.14013, 0.97576, 0.15671], [0.98201, -1.81818, 1.35881], [1.38623, 3.36508, 2.60070], [1.77045, 1.24734, -2.56218], [0.31626, -0.21286, 3.41046], [-1.98412, -2.95907, -2.32882], [-1.73675, -1.78595, 2.68550], [-1.73386, 1.99761, -2.07483], [0.05830, -0.29522, -0.71884], [3.25459, -1.14584, 0.46238], [-0.64082, -1.84187, -2.31506], [3.11132, 1.26550, -1.01134]], "forces_ev_per_angstrom": [[-0.2761, -0.0907, -0.1307], [-1.3051, -0.1610, -0.8360], [-0.0767, 1.4702, 0.4887], [-1.0455, 1.1366, -1.4623], [-1.2933, -0.1501, 0.0330], [0.0152, 0.4906, 0.1300], [-0.2982, -0.0182, -0.6282], [0.1016, -0.4605, -0.3741], [0.7957, 0.5194, -0.1792], [-0.2774, -1.0099, -0.2643], [0.2615, 0.3412, 0.3736], [-0.4328, 0.1028, -1.6129], [0.5104, -0.4572, 0.0920], [-0.1831, 1.5438, 1.9256], [0.4588, -1.6140, -1.7662], [1.0988, -0.5954, 4.0968], [0.2864, 0.6835, -0.1155], [-0.1568, 1.3782, -0.2791], [-0.3729, -1.0585, -0.3752], [0.0062, -0.1935, -0.6298], [-0.1301, -0.0317, 0.5290], [0.1438, 0.0480, 0.4677], [-0.0548, -0.1851, 0.0439], [-0.1784, -0.7199, -0.0008], [0.3615, 0.6554, -0.1296], [0.2253, -0.0322, 0.6713], [0.4946, -0.0414, -0.3741], [-0.4287, -0.2711, 0.1081], [-0.0447, -0.1722, -0.4566], [-0.3785, 0.1318, -0.0809], [0.3421, 0.0839, -0.0956], [-0.3108, 0.6706, 0.1260], [-0.2456, 0.3435, -0.3893], [-0.2084, -0.2405, -0.1939], [-0.4523, 1.3772, -0.0781], [0.8429, -0.5357, 0.1186], [-0.8510, -1.4783, -0.4583], [-0.0342, -0.6665, 0.9606], [0.6766, 0.6528, 1.0857], [0.6562, 0.2134, 0.3918], [-0.0222, 0.1933, -0.1524], [0.6770, -0.0114, -0.4336], [1.0217, 0.2766, 0.2289], [0.5864, -0.8961, 0.9011], [0.1701, -0.0558, 0.5113], [-0.0668, -0.3685, -0.0943], [0.0787, -0.0643, -0.0924], [-0.1142, 0.0162, 0.1358], [-0.1833, 0.1118, -2.2114], [0.2308, -0.0949, 0.4668], [-0.6245, -0.3807, -0.4610], [0.0037, -0.3857, 0.4699]], "nbo_charge": [-0.9927, -0.9971, -0.9509, -0.9798, -0.9867, -0.9799, -1.0050, -0.5069, -0.9572, -0.9993, -0.9643, -1.0315, -0.4473, -0.7106, -0.1467, -0.5043, 0.4443, -0.2496, -0.0146, 0.4507, 0.1477, 0.4924, 0.5018, 0.5047, 0.5035, 0.5172, 0.4957, 0.4957, 0.4909, 0.2071, 0.4987, 0.1901, 0.5057, 0.4833, 0.2682, 0.4775, 0.2666, 0.5241, 0.5120, 0.4960, 0.4570, 0.1784, 0.4961, 0.4883, 0.5156, 0.4334, 0.4900, 0.4909, 0.2638, 0.1437, 0.4858, 0.5075], "e_tot_ha": -1222.41977, "multiplicity": 1, "gap_ev": 9.6917, "lumo_energy_ev": -2.53, "e_homo_ev": -12.218, "total_charge": 1, "e_above_lowest_kcal_mol": 91.41}

---

Entry 3:
{"formula": "C5H33NO10", "method": "wB97M-V/def2-TZVPD", "symbols": ["O", "O", "O", "O", "O", "O", "O", "O", "O", "O", "N", "C", "C", "C", "C", "C", "H", "H", "H", "H", "H", "H", "H", "H", "H", "H", "H", "H", "H", "H", "H", "H", "H", "H", "H", "H", "H", "H", "H", "H", "H", "H", "H", "H", "H", "H", "H", "H", "H"], "positions_angstrom": [[-1.30516, 0.18311, 3.35886], [3.15383, 0.26510, 0.94721], [-1.20518, -4.26399, -1.31392], [3.06988, -1.83744, -2.09384], [-3.50958, -2.24096, -0.30661], [-3.55510, -1.26749, 2.57631], [2.57648, 2.79789, 0.18034], [1.53117, -0.06343, 3.81758], [1.62885, 2.54601, 2.61722], [-3.13581, -0.10962, -2.03706], [0.20972, -0.43240, 0.77698], [0.17647, 0.37056, -1.66989], [-0.32679, 1.74159, -2.16825], [-0.56066, 0.09504, -0.33658], [0.55031, -1.84146, 0.57156], [0.36658, 2.30252, -3.45086], [3.13966, -2.48349, -2.80445], [-0.08351, 2.44131, -1.37245], [2.18661, 3.18932, 0.98274], [4.00632, -0.16004, 1.10220], [0.98295, 3.12250, -3.07979], [2.15535, 1.74185, 2.49690], [-3.49238, -1.93836, 0.60514], [1.13277, 2.32542, 3.41525], [0.05553, -0.38812, -2.44640], [-3.65624, 0.70584, -2.03521], [-1.06572, 0.72432, 2.59101], [0.67104, -2.00423, -0.50460], [0.65819, -0.34444, 3.51044], [-1.68710, -4.04152, -0.50499], [-0.34724, 2.80519, -4.09528], [1.03413, 0.12495, 0.96161], [1.32087, -2.24405, 1.21478], [2.27383, -1.34638, -2.31770], [2.06777, 3.11742, -0.57033], [-1.53710, -3.58057, -1.90828], [-0.91060, 1.06844, 0.01118], [3.36485, 1.18949, 0.73299], [-3.35734, -0.70128, 3.32988], [-2.25246, 0.25703, -2.19524], [-3.39632, -1.50265, -0.92844], [2.24214, -0.50176, 3.34655], [1.21209, 0.40933, -1.31352], [-2.63430, -1.40156, 2.30696], [-1.41413, -0.56475, -0.46636], [-0.38613, -2.37289, 0.71932], [1.01901, 1.56821, -3.91119], [-1.39410, 1.70473, -2.36023], [-1.57347, 0.83568, 4.01846]], "forces_ev_per_angstrom": [[0.0351, 0.6243, 0.2073], [0.4721, 0.0206, 0.4306], [-0.1177, 0.3141, 0.1118], [0.0016, -0.0375, -0.1971], [0.2691, -0.7031, -0.3225], [0.5238, -0.0925, -0.0307], [0.0881, 0.3632, -0.0674], [0.1288, 0.4595, 0.6107], [-0.0873, -0.0844, 0.2706], [0.1550, 0.8760, -0.4636], [0.2374, -0.0350, 0.4179], [-0.1977, 0.5075, 0.7426], [1.3630, -0.2804, -0.9624], [0.0163, -0.0721, 0.5811], [-1.5437, 0.4916, -0.9558], [-0.0394, 0.3923, 1.5178], [0.0861, -0.0683, 0.0696], [-0.6431, 0.1089, 0.2006], [-0.0915, -0.1277, -0.2448], [-0.1533, -0.0543, -0.1206], [0.4143, -0.0461, -0.3294], [-0.1317, -0.0825, 0.0282], [-0.3032, 0.4405, -0.1698], [0.1272, 0.1143, -0.0538], [0.0303, -0.1528, 0.1059], [-0.3511, -0.3666, 0.0917], [0.1044, -0.4411, -0.2028], [1.0356, -0.3817, 0.1281], [0.1993, -0.2408, -0.2722], [-0.0209, -0.1302, -0.0819], [-0.0058, -0.4486, -0.4739], [0.1120, -0.0463, -0.2753], [0.2378, 0.1537, -0.1263], [-0.0397, 0.1003, 0.1324], [0.0828, -0.0019, 0.0676], [0.0200, -0.1534, -0.0772], [-0.3782, 0.0253, -0.0713], [-0.2411, -0.0715, -0.3323], [-0.4305, 0.1001, 0.0691], [-0.1382, -0.5569, 0.0500], [-0.1337, 0.0755, 0.5916], [-0.3232, -0.2615, -0.3041], [0.2315, 0.2092, -0.7318], [-0.0751, -0.1667, -0.1170], [-0.1321, 0.0536, 0.0494], [-0.0640, -0.4739, 0.5257], [-0.2121, 0.0210, -0.4512], [-0.1846, 0.2703, 0.3170], [0.0676, -0.1440, 0.1177]], "nbo_charge": [-0.9640, -0.9851, -0.9442, -0.9315, -0.9968, -0.9517, -0.9842, -0.9905, -0.9852, -0.9415, -0.6736, -0.4669, -0.3809, -0.2324, -0.4114, -0.6151, 0.4679, 0.1960, 0.5101, 0.4789, 0.2002, 0.4984, 0.4844, 0.4933, 0.1988, 0.4821, 0.4971, 0.1786, 0.5046, 0.4805, 0.2156, 0.3839, 0.2089, 0.4653, 0.4778, 0.4651, 0.1823, 0.5047, 0.4803, 0.4769, 0.4954, 0.4808, 0.2294, 0.4730, 0.2067, 0.1815, 0.2142, 0.1687, 0.4738], "e_tot_ha": -1017.41702, "multiplicity": 1, "gap_ev": 8.8790, "lumo_energy_ev": 0.12, "smiles": "CCCCNC.O.O.O.O.O.O.O.O.O.O", "e_homo_ev": -8.763, "e_above_lowest_kcal_mol": 16.35}